No. 1
{
  "formula": "C5H7N",
  "method": "ωB97M-V/def2-TZVPD",
  "elements": ["C", "C", "C", "C", "N", "C", "H", "H", "H", "H", "H", "H", "H"],
  "xyz": [[-1.46673, -1.33735, 0.17351], [-0.42452, -0.95887, -0.79145], [0.42736, 0.03940, -0.68336], [0.67666, 1.08189, 0.29558], [0.26259, 1.79098, 1.28564], [1.40772, 2.31874, 0.37129], [-1.45684, -0.57238, 1.04023], [-1.11168, -2.31133, 0.61763], [-2.39904, -1.51798, -0.35623], [-0.56423, -1.62489, -1.64833], [1.05926, 0.35321, -1.53401], [2.45235, 2.35428, 0.93431], [1.15105, 3.12061, -0.24354]],
  "forces_ev_per_a": [[1.249, 0.220, 2.718], [-1.274, -0.644, -0.208], [1.563, 1.108, -1.390], [-1.482, 1.087, 1.542], [0.754, -1.382, -1.844], [2.429, -1.123, 3.034], [-0.715, -1.259, -1.365], [-0.672, 0.686, -0.262], [-0.224, 0.247, 0.408], [1.004, 0.695, -0.381], [-0.255, -0.978, 0.165], [-2.176, 0.010, -1.525], [-0.201, 1.333, -0.891]],
  "lowdin_charge": [-0.102, -0.172, -0.071, -0.351, 0.149, -0.128, 0.108, 0.098, 0.075, 0.112, 0.113, 0.119, 0.051],
  "orbital_gap_ev": 9.891,
  "fmax_ev_per_a": 4.05,
  "total_energy_ha": -249.3540,
  "e_above_lowest_kcal_mol": 74.8,
  "charge": 0
}

---

No. 2
{
  "formula": "C5H8O",
  "method": "ωB97M-V/def2-TZVPD",
  "elements": ["C", "C", "C", "C", "O", "C", "H", "H", "H", "H", "H", "H", "H", "H"],
  "xyz": [[-0.05706, 1.13075, 0.61237], [-0.04091, 0.44035, -0.77789], [1.14349, -0.45912, -0.18137], [0.26858, -0.32180, 1.03214], [-0.91862, -1.04329, 0.65818], [-1.22623, -0.49982, -0.64948], [0.73606, 1.86945, 0.72626], [-1.00091, 1.51013, 1.02537], [0.55735, 0.63921, -1.63403], [2.08382, 0.11553, -0.15053], [1.33115, -1.44882, -0.61800], [0.59563, -0.63219, 2.01424], [-2.23440, -0.05285, -0.59708], [-1.23589, -1.26777, -1.42806]],
  "forces_ev_per_a": [[0.123, 0.046, 0.136], [1.334, -1.103, 0.153], [-0.124, -0.192, 0.183], [0.165, -0.145, 0.731], [-0.210, -0.108, 0.229], [0.211, -0.099, -0.214], [0.061, -0.241, 0.159], [0.150, -0.012, -0.428], [-1.335, 1.841, -1.636], [-0.488, -0.092, 0.044], [-0.252, 0.150, 0.221], [-0.223, -0.037, 0.346], [0.545, 0.160, -0.153], [0.044, -0.167, 0.229]],
  "lowdin_charge": [-0.063, -0.222, -0.090, -0.322, -0.118, -0.156, 0.111, 0.117, 0.119, 0.120, 0.121, 0.140, 0.124, 0.118],
  "orbital_gap_ev": 10.557,
  "fmax_ev_per_a": 2.80,
  "total_energy_ha": -270.4644,
  "e_above_lowest_kcal_mol": 58.7,
  "charge": 0
}

---

No. 3
{
  "formula": "C6H18KO6",
  "method": "ωB97M-V/def2-TZVPD",
  "elements": ["K", "C", "C", "O", "O", "H", "H", "H", "H", "H", "H", "C", "C", "O", "O", "H", "H", "H", "H", "H", "H", "C", "C", "O", "O", "H", "H", "H", "H", "H", "H"],
  "xyz": [[-1.33830, 1.15266, 0.19186], [-0.44496, -0.45827, -3.49881], [-1.92233, -0.29979, -3.12998], [-2.12433, 0.95390, -2.46831], [0.34076, -0.64966, -2.33613], [-0.15862, 0.45625, -4.01932], [-0.34277, -1.26869, -4.22654], [-2.22638, -1.08300, -2.43520], [-2.51141, -0.38488, -4.04811], [-2.32366, 1.61111, -3.14304], [0.43297, -1.59718, -2.20142], [0.58541, -2.86409, 2.07642], [-0.40769, -1.75931, 2.42116], [-1.30817, -1.46592, 1.33211], [0.02064, -4.15778, 1.96673], [1.26292, -2.91421, 2.93261], [1.16905, -2.58653, 1.19473], [0.13626, -0.84980, 2.66503], [-1.00275, -2.01344, 3.29963], [-1.61312, -2.32136, 1.01556], [-0.56128, -4.16668, 1.19683], [1.96454, 2.36379, 1.41563], [1.23418, 3.30113, 0.48721], [-0.11245, 3.57123, 0.91708], [1.43769, 1.03492, 1.27810], [2.05666, 2.68382, 2.45604], [3.00802, 2.33697, 1.07026], [1.20827, 2.94359, -0.54280], [1.73443, 4.27208, 0.40294], [-0.10777, 3.72116, 1.86822], [1.91423, 0.43800, 1.86151]],
  "forces_ev_per_a": [[0.229, -0.211, -0.122], [-0.979, -0.096, -0.123], [0.669, -0.059, -0.345], [-0.243, -0.020, 0.015], [0.119, 0.131, -0.032], [0.370, 0.056, 0.207], [0.128, -0.111, 0.159], [-0.051, -0.025, -0.032], [-0.191, 0.121, 0.183], [0.009, 0.059, 0.128], [0.109, 0.036, 0.053], [0.073, 0.313, 0.828], [-0.214, -0.311, -0.174], [0.413, 0.100, 0.041], [-0.328, 0.439, -0.300], [0.124, -0.103, -0.142], [-0.031, -0.028, -0.127], [0.009, 0.158, -0.201], [0.067, -0.227, 0.047], [-0.329, 0.114, -0.060], [0.161, -0.316, 0.051], [1.398, -0.542, -0.896], [-0.257, 0.941, 0.573], [-0.221, -0.691, -0.296], [-0.635, 0.400, 0.164], [-0.649, 0.157, 0.059], [-0.069, 0.106, -0.065], [-0.220, -0.422, 0.151], [0.340, -0.210, 0.298], [0.088, 0.190, -0.023], [0.110, 0.053, -0.018]],
  "lowdin_charge": [0.916, -0.235, -0.220, -0.146, -0.061, 0.125, 0.128, 0.121, 0.129, 0.101, 0.092, -0.243, -0.210, -0.136, -0.035, 0.130, 0.124, 0.101, 0.130, 0.079, 0.082, -0.218, -0.223, -0.132, -0.108, 0.132, 0.131, 0.128, 0.132, 0.096, 0.088],
  "orbital_gap_ev": 10.662,
  "fmax_ev_per_a": 1.75,
  "total_energy_ha": -1290.5802,
  "e_above_lowest_kcal_mol": 5.4,
  "charge": 1
}

---

No. 4
{
  "formula": "H16O8",
  "method": "ωB97M-V/def2-TZVPD",
  "elements": ["O", "H", "H", "O", "H", "H", "O", "H", "H", "O", "H", "H", "O", "H", "H", "O", "H", "H", "O", "H", "H", "O", "H", "H"],
  "xyz": [[-1.05047, 0.53420, -0.04289], [-0.59795, 0.02257, 0.63714], [-1.85687, 0.83729, 0.38936], [-3.18956, 0.77111, 2.78823], [-2.44269, 1.28503, 2.46102], [-3.08868, 0.79479, 3.74648], [2.46758, 0.15609, -3.46235], [1.50532, 0.20368, -3.43438], [2.71613, 0.81730, -4.11811], [-0.10394, -1.94033, -2.91549], [0.64062, -2.52849, -2.74609], [0.25055, -1.28266, -3.52441], [3.29474, -2.14154, 0.67409], [2.46036, -2.54005, 0.40207], [3.91477, -2.87940, 0.68414], [0.87296, -1.66683, 3.55630], [1.09495, -2.58375, 3.35889], [1.72230, -1.21144, 3.54120], [-2.87868, 0.76975, -1.09688], [-3.38484, 0.23342, -0.47629], [-2.30154, 0.13619, -1.53792], [0.36757, 3.79269, 0.48599], [0.04917, 2.95346, 0.83715], [1.07684, 3.54098, -0.11615]],
  "forces_ev_per_a": [[2.514, -0.374, 2.178], [0.419, -0.080, 0.062], [0.354, 0.057, -0.408], [0.148, 0.063, -0.062], [-0.080, 0.044, 0.144], [-0.036, -0.060, -0.076], [-0.172, -0.011, -0.169], [0.168, 0.215, 0.190], [0.043, -0.055, 0.048], [0.071, 0.077, -0.023], [-0.042, 0.072, -0.032], [-0.101, -0.276, -0.008], [-0.071, -0.226, 0.075], [0.029, 0.123, -0.010], [0.017, 0.107, -0.011], [0.092, -0.051, -0.057], [-0.042, 0.095, 0.032], [-0.043, -0.014, -0.045], [-2.927, 0.244, -1.587], [-0.293, -0.072, -0.333], [-0.037, 0.171, 0.168], [0.119, -0.054, 0.072], [-0.022, -0.009, -0.190], [-0.109, 0.015, 0.044]],
  "lowdin_charge": [-0.085, 0.051, 0.014, -0.053, 0.022, 0.042, -0.052, 0.014, 0.041, -0.048, 0.040, 0.012, -0.059, 0.029, 0.035, -0.065, 0.029, 0.033, -0.084, 0.053, 0.049, -0.063, 0.010, 0.034],
  "orbital_gap_ev": 10.390,
  "fmax_ev_per_a": 3.35,
  "total_energy_ha": -611.4463,
  "e_above_lowest_kcal_mol": 85.6,
  "charge": 0
}